Density functional theory data (ωB97M-V with the def2-TZVPD basis set) for C5H6O in the gas phase.

Summary:
Structure (SMILES): C=CC(=O)C=C
HOMO-LUMO gap, eV: 9.30
Spin multiplicity: 1
Net charge: 0
E_tot, eV: -7326.612
HOMO level, eV: -9.66
LUMO, Ha: -0.0131

Each line ends with the Mulliken charge.
CARTESIAN COORDINATES (ANGSTROEM)
C 2.468 -0.151 -0.498  -0.586
C 1.181 0.238 -0.599  -0.382
C 0.113 -0.102 0.337  0.939
O 0.331 -0.759 1.318  -0.533
C -1.285 0.350 0.034  -0.274
C -2.391 -0.389 0.581  -0.676
H 3.113 0.510 -1.188  0.221
H 2.759 -0.856 0.295  0.310
H 0.854 0.990 -1.294  0.260
H -1.528 1.521 -0.553  0.161
H -2.281 -1.243 1.280  0.245
H -3.333 -0.109 0.285  0.314